The following is a DFT calculation (wB97M-V/def2-TZVPD) of a 4-piece molecular cluster, C20H38Cl6N2O2 overall at a distorted geometry.

Each line ends with the Mulliken spin population.
Element x y z (Å)
C1 2.856 2.087 -3.522  0.02
C2 3.604 1.711 -2.215  0.03
C3 5.084 1.866 -2.456  0.01
C4 5.710 3.280 -2.384  0.00
C5 5.377 3.805 -0.934  0.01
C6 3.850 3.704 -0.583  0.01
N1 3.230 2.346 -0.950  0.28
O1 1.759 2.214 -0.522  0.65
C7 3.766 3.931 0.914  0.01
C8 3.048 4.886 -1.182  0.02
C9 3.494 0.188 -1.980  -0.02
H1 1.788 2.242 -3.367  0.01
H2 2.884 1.255 -4.227  0.00
H3 3.282 2.987 -3.964  0.00
H4 5.690 1.203 -1.839  0.00
H5 5.268 1.535 -3.478  0.00
H6 5.220 3.954 -3.086  0.00
H7 6.786 3.364 -2.536  0.00
H8 5.649 4.861 -0.948  0.00
H9 5.875 3.190 -0.184  0.00
H10 4.077 3.103 1.551  0.00
H11 4.258 4.845 1.246  0.00
H12 2.738 4.051 1.256  0.00
H13 3.003 4.702 -2.255  0.00
H14 2.048 4.885 -0.748  0.00
H15 3.471 5.878 -1.023  0.00
H16 4.026 -0.228 -1.125  0.00
H17 3.892 -0.390 -2.814  0.00
H18 2.456 -0.071 -1.770  -0.01
C10 -3.057 -4.242 0.757  0.01
C11 -3.369 -3.725 2.187  -0.05
C12 -2.237 -2.842 2.655  0.02
C13 -2.214 -1.565 1.913  -0.06
C14 -3.531 -0.796 2.215  0.05
C15 -4.796 -1.574 1.781  -0.03
N2 -4.655 -2.957 2.265  0.42
O2 -5.884 -3.722 2.348  0.53
C16 -5.995 -0.721 2.357  0.01
C17 -4.868 -1.535 0.258  -0.04
C18 -3.361 -4.956 3.200  0.00
H19 -3.777 -4.969 0.380  0.00
H20 -2.165 -4.857 0.867  0.00
H21 -2.981 -3.540 -0.074  0.02
H22 -2.274 -2.620 3.722  -0.01
H23 -1.302 -3.312 2.351  0.03
H24 -2.081 -1.768 0.851  0.02
H25 -1.322 -1.013 2.210  0.02
H26 -3.512 0.237 1.868  0.00
H27 -3.487 -0.621 3.290  0.00
H28 -6.103 0.210 1.799  0.00
H29 -6.912 -1.298 2.237  0.00
H30 -5.849 -0.390 3.385  0.00
H31 -5.169 -0.535 -0.054  -0.01
H32 -3.880 -1.622 -0.195  0.09
H33 -5.650 -2.198 -0.112  -0.01
H34 -2.363 -5.396 3.184  0.00
H35 -4.036 -5.730 2.837  0.00
H36 -3.529 -4.702 4.247  0.00
C19 -1.925 1.022 -1.577  -0.02
Cl1 -1.862 1.834 0.002  0.00
Cl2 -0.752 1.724 -2.689  0.00
Cl3 -3.498 1.060 -2.237  0.00
H37 -1.612 -0.020 -1.514  0.02
C20 1.148 -2.939 -0.291  0.18
Cl4 2.633 -2.977 -1.251  0.22
Cl5 -0.281 -2.507 -1.300  0.43
Cl6 1.346 -1.885 1.146  0.24
H38 0.972 -3.938 0.107  -0.07

Results
- Spin multiplicity: 4
- HOMO-LUMO gap (alpha / beta): 2.616 / 8.264 eV
- Relative energy (zero: lowest compared OMol25 entry of this formula, charge and spin): 0.00 kJ/mol
- ⟨S²⟩: 3.76
- Net charge: -1
- E_tot: -103559.9068 eV
- M: 551.254 g/mol